No. 1
Entry from the Open Molecules 2025 dataset: C47H61CoN2OSbSi4 as an isolated structure (wB97M-V/def2-TZVPD).

The geometry in XYZ format:
```
117
Properties=species:S:1:pos:R:3:mulliken_charge:R:1
Co -1.491 -0.231 0.490 -1.287
C -2.494 -4.537 0.445 -0.999
Si -3.326 -3.209 -0.588 0.182
C -5.148 -3.621 -0.790 -1.111
C -2.669 -3.570 -2.319 -1.178
C -3.171 -1.497 0.163 2.190
Si -3.516 -1.574 2.009 0.088
C -3.466 0.183 2.716 -0.616
C -2.288 -2.582 3.010 -0.603
C -5.176 -2.306 2.484 -1.276
Si -4.257 -0.236 -0.665 -0.914
C -4.259 -0.262 -2.536 -1.064
C -6.049 -0.165 -0.125 -1.270
C -3.556 1.514 -0.291 -0.012
C -4.290 2.692 -0.389 -0.687
C -3.666 3.916 -0.209 -0.528
C -2.302 3.953 0.052 -1.326
C -1.619 2.760 0.143 -0.555
N -2.235 1.579 -0.015 1.365
H -2.325 -5.420 -0.179 0.437
H -1.525 -4.210 0.835 0.118
H -3.111 -4.850 1.290 0.343
H -5.258 -4.672 -1.076 0.375
H -5.593 -3.019 -1.590 0.296
H -5.734 -3.459 0.114 0.299
H -3.078 -4.547 -2.593 0.583
H -1.579 -3.663 -2.360 0.324
H -2.994 -2.865 -3.086 0.247
H -2.518 0.714 2.540 -0.203
H -3.596 0.134 3.801 0.553
H -4.266 0.808 2.310 0.287
H -1.246 -2.390 2.749 -0.180
H -2.471 -3.648 2.897 0.477
H -2.419 -2.339 4.068 0.477
H -6.016 -1.841 1.969 0.344
H -5.333 -2.182 3.561 0.418
H -5.198 -3.379 2.276 0.320
H -4.424 -1.269 -2.928 0.314
H -3.328 0.120 -2.956 0.182
H -5.076 0.367 -2.899 0.558
H -6.511 -1.152 -0.188 0.399
H -6.619 0.503 -0.776 0.488
H -6.159 0.192 0.903 0.381
H -5.350 2.640 -0.603 0.470
H -4.233 4.836 -0.279 0.451
H -1.775 4.888 0.187 0.561
H -0.551 2.732 0.337 0.918
C -0.152 -0.631 4.525 -1.077
Si 0.775 0.166 3.127 0.496
C 2.598 -0.087 3.410 -0.715
C 0.388 1.983 3.146 -0.635
N 0.226 -0.409 1.519 0.479
C 0.665 -1.478 0.826 1.391
C 1.242 -2.636 1.414 -0.644
C 1.655 -3.684 0.638 -1.259
C 1.551 -3.608 -0.760 -1.219
C 1.030 -2.482 -1.387 -0.446
C 0.577 -1.435 -0.614 1.211
O 0.107 -0.242 -1.104 1.700
C -0.055 -0.042 -2.495 -0.380
C -0.880 -0.858 -3.234 -0.343
C -1.027 -0.617 -4.592 -0.703
C -0.361 0.448 -5.186 -0.981
C 0.431 1.286 -4.410 -0.687
C 0.584 1.045 -3.053 -0.023
H 0.153 -0.118 5.442 0.500
H 0.073 -1.693 4.641 0.359
H -1.232 -0.522 4.420 0.077
H 2.779 -0.153 4.486 0.565
H 3.183 0.752 3.029 -0.054
H 3.000 -0.993 2.948 0.287
H 0.697 2.403 4.107 0.478
H -0.684 2.177 3.031 0.263
H 0.921 2.528 2.360 -0.016
H 1.325 -2.684 2.494 0.371
H 2.068 -4.569 1.103 0.536
H 1.894 -4.434 -1.370 0.516
H 0.986 -2.430 -2.465 0.645
H -1.411 -1.655 -2.742 -0.351
H -1.672 -1.259 -5.180 0.502
H -0.464 0.628 -6.247 0.444
H 0.942 2.127 -4.861 0.496
H 1.207 1.683 -2.443 0.105
C 7.240 -0.491 1.612 -0.625
C 6.226 -1.339 1.185 -0.682
C 5.008 -0.811 0.778 -0.681
C 4.799 0.566 0.786 1.323
C 5.822 1.412 1.203 -0.599
C 7.039 0.881 1.618 -0.631
Sb 2.916 1.216 -0.007 -1.605
C 2.907 3.330 0.302 0.840
C 3.316 3.894 1.511 -0.503
C 3.058 5.231 1.790 -0.735
C 2.372 6.014 0.872 -0.671
C 1.956 5.462 -0.333 -0.803
C 2.216 4.126 -0.613 -0.346
C 3.793 1.159 -1.968 1.268
C 3.717 -0.027 -2.696 -0.505
C 4.377 -0.153 -3.911 -0.544
C 5.121 0.909 -4.409 -0.674
C 5.203 2.093 -3.690 -0.619
C 4.540 2.220 -2.473 -0.796
H 8.188 -0.901 1.939 0.385
H 6.386 -2.410 1.169 0.449
H 4.218 -1.484 0.448 0.351
H 5.685 2.487 1.194 0.393
H 7.833 1.544 1.939 0.435
H 3.839 3.293 2.247 0.316
H 3.389 5.660 2.727 0.438
H 2.163 7.052 1.095 0.403
H 1.429 6.073 -1.056 0.486
H 1.890 3.715 -1.564 0.430
H 3.145 -0.868 -2.313 0.313
H 4.313 -1.079 -4.468 0.462
H 5.639 0.812 -5.354 0.396
H 5.791 2.919 -4.070 0.438
H 4.612 3.150 -1.919 0.372
```

* net charge: +1
* multiplicity: 5
* total energy: -4793.2029 Ha
* lowest unoccupied orbital energy (alpha / beta): -2.1 / -5.1 eV
* <S²>: 6.043
* maximum force: 1.0 eV/A
* highest occupied orbital energy (alpha / beta): -10.5 / -10.6 eV
* HOMO-LUMO gap (alpha / beta): 8.43 / 5.43 eV

No. 2
Entry from the Open Molecules 2025 dataset: a 2-piece molecular cluster, C4H13N3 overall (wB97M-V/def2-TZVPD).

The geometry in XYZ format:
```
20
Properties=species:S:1:pos:R:3:mulliken_charge:R:1
N -0.763 0.919 -0.942 -0.636
C -0.264 0.395 0.263 -0.386
C 1.036 -0.443 0.154 -0.099
C 0.965 -1.780 -0.526 -0.577
N 0.996 -1.507 -1.972 -0.619
C -0.154 1.502 1.305 -0.725
N -1.322 2.319 1.244 -0.509
H -1.207 -1.452 -0.513 0.168
H -1.292 0.078 -1.292 0.304
H -1.030 -0.325 0.673 0.280
H 1.098 -0.660 1.335 0.207
H 1.850 0.208 -0.186 0.391
H 1.730 -2.546 -0.401 0.428
H -0.043 -2.135 -0.049 0.189
H 0.740 -2.415 -2.424 0.234
H 0.204 -0.899 -2.232 0.336
H -0.148 1.039 2.287 0.268
H 0.764 2.139 1.209 0.350
H -1.922 2.312 0.432 0.214
H -1.236 3.250 1.635 0.183
```

* multiplicity: 1
* total energy: -324.1961 Ha
* lowest unoccupied orbital energy: -2.2 eV
* maximum force: 4.5 eV/A
* highest occupied orbital energy: -8.3 eV
* energy above the lowest of the compared OMol25 structures with the same formula, charge and spin: 174.9 kcal/mol
* HOMO-LUMO gap: 6.13 eV

No. 3
Entry from the Open Molecules 2025 dataset: C14H50FeN16O19P2Rb as an isolated structure (wB97M-V/def2-TZVPD).

The geometry in XYZ format:
```
103
Properties=species:S:1:pos:R:3:mulliken_charge:R:1
Fe -0.409 -3.989 -2.497 0.557
Rb 0.152 -0.369 -1.666 0.026
P -0.208 -4.343 0.121 0.979
O -0.269 -5.320 -1.241 -0.862
O 0.963 -4.500 0.979 -0.840
O -1.575 -4.430 0.826 -1.001
O -0.005 -3.036 -0.808 0.500
P -0.715 -2.510 -4.522 0.909
O -1.677 -3.371 -3.704 -0.835
O 0.757 -3.005 -3.711 -0.685
O -0.827 -1.006 -4.241 -0.379
O -0.690 -2.831 -5.950 -0.826
C -2.648 1.753 -3.614 0.283
O -3.099 2.888 -3.284 -0.834
N -2.176 1.502 -4.845 -0.239
N -2.319 0.778 -2.707 0.127
H -1.549 0.817 -5.143 0.221
H -2.456 2.052 -5.686 0.200
H -2.853 0.783 -1.840 -0.012
H -1.998 -0.048 -3.233 0.413
C 1.362 -2.922 4.347 0.643
O 1.588 -1.970 5.118 -0.737
N 2.017 -3.037 3.165 -0.212
N 0.517 -3.933 4.720 -0.344
H 1.608 -3.628 2.430 0.270
H 2.460 -2.229 2.843 0.163
H 0.398 -4.852 4.298 0.204
H 0.020 -3.708 5.560 0.218
C 3.728 -2.372 -0.518 0.227
O 3.538 -1.907 0.612 -0.669
N 5.070 -2.558 -0.940 -0.406
N 2.684 -2.557 -1.365 0.250
H 5.723 -2.352 -0.207 0.247
H 5.359 -3.292 -1.572 0.205
H 2.821 -3.268 -2.060 0.135
H 1.794 -2.720 -0.860 0.020
C 2.616 -1.767 -6.418 0.670
O 3.727 -1.546 -5.956 -0.681
N 1.533 -0.954 -6.422 -0.413
N 2.521 -2.821 -7.279 -0.479
H 1.528 -0.112 -5.912 0.301
H 0.670 -1.502 -6.243 0.042
H 3.362 -3.384 -7.205 0.229
H 1.595 -3.208 -7.518 0.259
C 5.290 1.917 -3.308 0.548
O 5.676 3.069 -3.062 -0.636
N 5.190 1.501 -4.674 -0.441
N 5.139 0.778 -2.446 -0.398
H 4.989 2.143 -5.372 0.221
H 4.855 0.571 -4.767 0.263
H 4.727 -0.048 -2.847 0.223
H 4.833 0.963 -1.482 0.227
C -2.668 -1.423 0.623 0.354
O -2.617 -0.250 0.193 -0.576
N -3.221 -2.454 -0.008 -0.516
N -2.398 -1.724 1.885 -0.245
H -3.291 -2.245 -0.978 0.348
H -2.673 -3.344 0.195 0.254
H -2.192 -2.698 1.992 0.289
H -1.979 -1.089 2.524 0.215
C -0.667 4.422 -1.020 0.685
O -0.096 4.745 0.026 -0.812
N 0.054 3.882 -2.088 -0.416
N -1.989 4.556 -1.159 -0.354
H 0.983 3.451 -1.911 0.164
H -0.449 3.500 -2.848 0.217
H -2.552 4.697 -0.351 0.212
H -2.474 4.183 -1.981 0.300
C 2.204 1.821 0.528 0.473
O 1.971 1.604 -0.641 -0.417
N 1.785 2.867 1.149 -0.184
N 2.958 1.023 1.353 -0.462
H 2.029 2.833 2.121 0.111
H 1.268 3.576 0.658 0.233
H 2.831 1.014 2.332 0.266
H 2.962 0.063 0.980 0.185
C -1.465 3.616 6.270 -0.899
C -1.437 2.460 7.217 -0.241
O -2.401 1.478 6.990 -0.572
H -2.470 3.959 6.160 0.307
H -0.999 3.539 5.310 0.230
H -0.879 4.470 6.680 0.313
H -1.602 2.837 8.245 0.301
H -0.428 1.997 7.170 0.243
H -2.153 0.868 6.286 0.339
C 0.639 1.082 4.376 -1.189
C -0.519 0.330 3.678 0.102
O -1.059 -0.569 4.643 -0.635
H 0.306 1.252 5.376 0.143
H 1.067 1.967 3.934 0.221
H 1.445 0.384 4.588 0.401
H -0.212 -0.088 2.674 0.028
H -1.282 1.025 3.266 0.456
H -0.323 -1.101 4.965 0.270
C -6.462 2.619 1.187 -1.087
C -5.560 1.399 1.168 -0.074
O -4.259 1.895 1.501 -0.490
H -5.961 3.365 0.477 0.208
H -6.452 2.973 2.243 0.229
H -7.484 2.392 0.899 0.384
H -5.610 0.848 0.195 0.286
H -5.882 0.668 1.926 0.264
H -3.672 1.216 1.107 0.286
```

* net charge: -2
* multiplicity: 6
* total energy: -4840.4304 Ha
* lowest unoccupied orbital energy (alpha / beta): 3.7 / 3.7 eV
* <S²>: 8.762
* maximum force: 4.1 eV/A
* highest occupied orbital energy (alpha / beta): -4.6 / -4.7 eV
* HOMO-LUMO gap (alpha / beta): 8.26 / 8.36 eV

No. 4
Entry from the Open Molecules 2025 dataset: C8H13N as an isolated structure (wB97M-V/def2-TZVPD).

The geometry in XYZ format:
```
22
Properties=species:S:1:pos:R:3:mulliken_charge:R:1
C -0.247 -0.720 2.219 -1.449
C 0.108 -0.622 0.792 0.848
C 1.246 -1.372 0.055 -0.678
C 1.057 -0.238 -0.885 -0.287
C 0.787 0.702 0.190 -0.181
C -0.226 1.724 -0.383 -0.843
C -0.671 1.160 -1.766 -0.633
C -1.118 -0.751 -0.362 -0.872
H -1.260 -1.182 2.382 0.300
H 0.478 -1.332 2.791 0.313
H -0.296 0.281 2.647 0.326
H 1.116 -2.404 -0.283 0.338
H 2.238 -1.259 0.534 0.353
H 1.796 0.021 -1.676 0.413
H 1.639 1.131 0.832 0.419
H 0.093 2.731 -0.429 0.456
H -1.110 1.689 0.187 0.268
H -1.707 1.351 -1.982 0.340
H -0.081 1.526 -2.573 0.325
H -1.402 -1.783 -0.464 0.363
H -2.099 -0.307 -0.283 0.324
N -0.340 -0.346 -1.542 -0.443
```

* multiplicity: 1
* total energy: -367.2949 Ha
* lowest unoccupied orbital energy: 1.0 eV
* maximum force: 4.8 eV/A
* highest occupied orbital energy: -8.5 eV
* energy above the lowest of the compared OMol25 structures with the same formula, charge and spin: 51.6 kcal/mol
* HOMO-LUMO gap: 9.55 eV

Question: The highest total energy belongs to which entry?
Answer: C4H13N3